(1)
Computed, not measured: a 2-piece molecular cluster, C4H2N4O2 overall, with ωB97M-V with the def2-TZVPD basis set.

Geometry as XYZ:
```
12
Properties=species:S:1:pos:R:3:forces:R:3:nbo_charge:R:1
C 0.94446 0.39918 0.19896 2.583 -0.529 -1.781 0.27
C -0.04688 0.64219 2.42745 1.327 -0.886 -0.368 0.73
C -1.68231 -0.79833 -1.21478 -0.844 -0.046 -0.904 0.83
C 0.89803 -0.61034 -3.36606 0.107 -0.280 -0.585 0.51
N 0.35239 0.79581 1.29155 -2.530 1.372 3.308 -0.56
N 0.59835 -0.39114 -0.72426 1.503 0.620 -1.014 -0.27
N -0.56928 -1.00187 -0.84576 -0.487 -0.512 1.455 -0.39
N -0.41688 0.41779 3.55573 -0.718 0.186 -0.702 -0.71
O -2.76190 -0.77779 -1.66747 -0.053 0.128 0.293 -0.51
O 0.60027 0.18848 -4.10285 -0.034 0.158 0.122 -0.52
H 1.97669 0.81964 0.04464 -1.051 -0.451 0.165 0.19
H 0.10706 0.31637 4.40284 0.197 0.242 0.012 0.42
```
Forces are in eV/Å.

Its gap between HOMO and LUMO is 9.83 eV. The lowest unoccupied orbital energy comes out at 0.5 eV. Its total charge is 0.

(2)
Computed, not measured: the molecule C4H2O2, with ωB97M-V with the def2-TZVPD basis set.

Geometry as XYZ:
```
8
Properties=species:S:1:pos:R:3:forces:R:3:nbo_charge:R:1
C -0.51678 1.06367 0.03444 1.911 0.150 -0.094 0.18
C 0.80155 0.94305 0.04693 -1.297 1.550 0.224 -0.43
C -0.72392 -1.17496 0.10587 0.558 -1.189 0.356 0.11
C 1.63401 -0.07428 -0.00368 1.249 0.386 -0.292 0.72
O -1.33511 -0.07090 -0.10704 -0.951 -0.905 -0.202 -0.47
O 2.65630 -0.61484 -0.07652 -0.866 -0.467 0.128 -0.42
H -1.12075 1.95403 0.08628 0.025 0.074 0.041 0.21
H -1.39529 -2.02577 -0.08628 -0.628 0.401 -0.161 0.10
```
Forces are in eV/Å.

Its gap between HOMO and LUMO is 7.89 eV. The lowest unoccupied orbital energy comes out at -1.0 eV. Its total charge is 0.

(3)
Computed, not measured: the molecule C4H2O2, with ωB97M-V with the def2-TZVPD basis set.

Geometry as XYZ:
```
8
Properties=species:S:1:pos:R:3:forces:R:3:nbo_charge:R:1
O 2.31354 1.49423 -0.86481 -1.010 -0.223 1.101 -0.50
C 1.38757 0.98902 -0.30433 0.599 -0.290 -1.523 0.60
C 0.45186 0.21688 0.12712 0.124 0.349 0.444 -0.44
C -0.41932 -0.28072 1.27650 -0.326 1.859 0.975 -0.24
C -0.82237 -0.49554 0.05294 2.506 0.322 0.776 0.41
O -1.38919 -1.18214 -0.87430 -2.940 -1.301 2.029 -0.60
H -0.51920 0.23444 2.26092 -0.283 -1.345 -0.934 0.26
H -1.00288 -0.97616 -1.67404 1.330 0.629 -2.867 0.50
```
Forces are in eV/Å.

The SMILES is O=C=C1C=C1O. Its gap between HOMO and LUMO is 7.90 eV. The lowest unoccupied orbital energy comes out at 0.4 eV. Its total charge is 0.

(4)
Computed, not measured: C4H2O2 as an isolated structure, with ωB97M-V with the def2-TZVPD basis set.

Geometry as XYZ:
```
8
Properties=species:S:1:pos:R:3:forces:R:3:nbo_charge:R:1
O 2.19767 0.24566 -1.80904 -0.768 -0.914 -0.421 -0.41
C 1.21213 -0.29050 -1.55280 1.038 0.794 -0.035 0.78
C 0.03906 -0.79969 -1.11360 0.006 0.267 0.371 -0.39
C -0.06219 -0.05275 0.02666 0.139 0.332 0.284 -0.20
C -1.11691 0.01461 1.07455 -0.135 0.162 0.364 0.37
O -0.92542 0.79337 1.98257 -0.336 -0.353 -0.181 -0.48
H 0.68451 0.68845 0.35856 -0.010 -0.180 -0.197 0.19
H -2.02886 -0.59914 1.03310 0.066 -0.107 -0.185 0.14
```
Forces are in eV/Å.

Its gap between HOMO and LUMO is 8.58 eV. The lowest unoccupied orbital energy comes out at -1.5 eV. Its total charge is 0.

(5)
Computed, not measured: the molecule C4H2O2, with ωB97M-V with the def2-TZVPD basis set.

Geometry as XYZ:
```
8
Properties=species:S:1:pos:R:3:forces:R:3:nbo_charge:R:1
C -0.16808 0.11924 2.04728 0.039 -0.066 -0.577 -0.09
C -0.21464 -0.36547 0.94591 -0.028 0.112 0.565 -0.15
C -0.18707 -0.73515 -0.45902 -0.088 -0.305 0.055 0.41
O -0.48765 -1.81111 -0.92190 0.202 0.677 0.124 -0.45
C 0.29312 0.43988 -1.33897 0.169 0.548 0.141 0.35
O 0.57118 1.50445 -0.85032 -0.137 -0.568 -0.413 -0.45
H -0.09246 0.63659 2.97822 -0.079 -0.237 -0.012 0.24
H 0.36805 0.24632 -2.42440 -0.079 -0.161 0.116 0.14
```
Forces are in eV/Å.

The SMILES is C#CC(=O)C=O. Its gap between HOMO and LUMO is 9.29 eV. The lowest unoccupied orbital energy comes out at -1.1 eV. Its total charge is 0.

(6)
Computed, not measured: the molecule C4H2O2, with ωB97M-V with the def2-TZVPD basis set.

Geometry as XYZ:
```
8
Properties=species:S:1:pos:R:3:forces:R:3:nbo_charge:R:1
C -1.31920 -0.17841 -1.21527 4.696 -1.320 2.324 0.33
C 0.29856 -0.68465 -0.58515 -2.458 1.622 -0.161 -0.56
C 1.44988 -1.11833 -0.07771 0.971 0.753 -0.235 0.74
C -0.46288 0.64456 -0.24591 -0.398 -1.015 -2.148 -0.06
O 2.53904 -1.35533 0.33824 -3.141 0.221 -1.027 -0.45
O -0.93743 0.86949 1.01474 -0.251 0.966 1.382 -0.71
H -0.11667 1.60830 -0.77032 -0.118 -1.290 1.330 0.21
H -1.45130 0.21437 1.54138 0.700 0.063 -1.464 0.51
```
Forces are in eV/Å.

Its gap between HOMO and LUMO (alpha / beta) is 7.87 / 7.87 eV. The lowest unoccupied orbital energy (alpha / beta) comes out at -1.8 / -1.8 eV. Its total charge is 0.

(7)
Computed, not measured: the molecule C4H2O2, with ωB97M-V with the def2-TZVPD basis set.

Geometry as XYZ:
```
8
Properties=species:S:1:pos:R:3:forces:R:3:nbo_charge:R:1
C -0.66175 0.74993 0.32820 0.419 -2.059 0.198 -0.41
C -0.67786 -0.61659 -0.04567 -2.157 2.785 -1.248 0.14
C 0.56624 1.17676 -0.08215 0.718 1.823 -0.086 0.27
C 1.58226 -0.98416 0.28372 0.415 0.951 -0.575 0.52
O 0.40689 -1.41848 -0.11064 1.009 1.009 1.124 -0.46
O 1.66132 0.47867 -0.06940 -0.002 -2.553 0.363 -0.51
H -1.45912 1.48080 0.48038 -0.002 -0.880 0.016 0.25
H -1.41800 -0.86693 -0.78446 -0.400 -1.076 0.209 0.20
```
Forces are in eV/Å.

Its gap between HOMO and LUMO is 7.80 eV. The lowest unoccupied orbital energy comes out at -0.6 eV. Its total charge is 0.

(8)
Computed, not measured: C4H2O2 as an isolated structure, with ωB97M-V with the def2-TZVPD basis set.

Geometry as XYZ:
```
8
Properties=species:S:1:pos:R:3:forces:R:3:nbo_charge:R:1
O -1.75332 0.63438 0.86395 0.113 -0.783 -0.306 -0.51
C -1.58408 -0.24708 0.06420 -0.844 -0.146 0.377 0.39
C -0.44236 -1.30413 0.00066 -0.277 1.322 0.378 -0.08
C 0.41597 -0.42851 -0.18580 0.628 -0.763 -0.014 0.01
C 1.56056 0.43067 -0.04173 0.693 -0.228 -0.137 0.33
O 2.63288 -0.11011 -0.16741 0.105 0.491 0.059 -0.45
H -2.26198 -0.46991 -0.76144 -0.279 0.328 -0.234 0.15
H 1.43233 1.49468 0.22757 -0.139 -0.221 -0.124 0.17
```
Forces are in eV/Å.

Its gap between HOMO and LUMO is 10.25 eV. The lowest unoccupied orbital energy comes out at -0.6 eV. Its total charge is 0.

(9)
Computed, not measured: the molecule C4H2O2, with ωB97M-V with the def2-TZVPD basis set.

Geometry as XYZ:
```
8
Properties=species:S:1:pos:R:3:forces:R:3:nbo_charge:R:1
O -1.45947 1.10960 0.56936 0.146 -0.497 -0.234 -0.49
C -1.30185 0.01848 0.08135 -0.192 0.327 0.167 0.44
C 0.20778 -1.76286 -0.60978 -0.157 0.570 0.203 0.43
C 0.07113 -0.52245 -0.21250 0.092 -0.570 -0.217 -0.67
C 1.26238 0.37406 0.04720 0.584 -0.006 -0.075 0.44
O 2.38122 0.14406 -0.32587 -0.557 0.166 0.181 -0.47
H -2.15060 -0.63491 -0.17634 0.099 0.105 0.043 0.15
H 0.98942 1.27403 0.62659 -0.014 -0.096 -0.068 0.16
```
Forces are in eV/Å.

Its gap between HOMO and LUMO is 9.03 eV. The lowest unoccupied orbital energy comes out at -1.7 eV. Its total charge is 0.

(10)
Computed, not measured: the molecule C4H2O2, with ωB97M-V with the def2-TZVPD basis set.

Geometry as XYZ:
```
8
Properties=species:S:1:pos:R:3:forces:R:3:nbo_charge:R:1
C -0.47637 0.75082 1.45692 -0.437 -0.148 -0.103 -0.11
C -1.00428 0.11544 0.57049 0.322 0.362 0.374 -0.15
C -0.69353 -0.53318 -0.70466 -0.178 -0.340 -0.190 0.44
O -1.37014 -1.10650 -1.51034 0.339 0.332 0.469 -0.44
C 0.82693 -0.26021 -0.72800 0.363 -0.317 -0.114 0.37
O 1.64474 -1.05761 -0.36280 -0.294 0.175 -0.404 -0.48
H 0.01688 1.29092 2.23295 -0.271 0.024 0.114 0.25
H 1.05577 0.80032 -0.95457 0.156 -0.088 -0.146 0.13
```
Forces are in eV/Å.

The SMILES is C#CC(=O)C=O. Its gap between HOMO and LUMO is 9.61 eV. The lowest unoccupied orbital energy comes out at -0.4 eV. Its total charge is 0.

Across the entries above, largest force on an atom takes the values 4.384 2.033 3.802 1.307 0.717 5.403 3.737 1.403 0.625 0.667 eV/A, respectively.
Across the entries above, electronic energy takes the values -523.02765 -303.89673 -303.92330 -303.97916 -303.99685 -303.84339 -303.85932 -303.93468 -303.93030 -303.97479 Eh, respectively.
Across the entries above, energy above the lowest of the compared OMol25 structures with the same formula, charge and spin takes the values 58.0 71.0 54.3 19.2 8.1 104.4 94.4 47.1 49.9 22.0 kcal per mole, respectively.